Record 1
ORCA calculation (ωB97M-V with the def2-TZVPD basis set) on 2 unconnected molecules or ions with the total composition C3H11NO2 at a distorted geometry.

Spin multiplicity: 1
Energy relative to the best compared isomer or geometry (same formula, charge and spin) in eV: 1.501
LUMO level in eV: 0.726

Last column: Löwdin charge in e.
Cartesian coordinates (Å):
C: 1.15 0.31 -1.62  -0.11
C: 0.21 -0.70 -1.06  -0.29
N: -0.07 -0.27 0.29  -0.09
C: -1.42 -0.68 0.68  -0.26
O: -2.39 0.29 0.31  -0.05
H: 1.59 -0.05 -2.55  0.08
H: 1.99 0.58 -1.01  0.04
H: 0.68 1.42 -1.67  0.13
H: -0.67 -0.71 -1.65  0.10
H: 0.60 -1.69 -1.03  0.11
H: -0.17 0.73 0.25  0.09
H: -1.31 -0.99 1.68  0.11
H: -1.71 -1.41 -0.06  0.11
H: -3.21 0.17 0.81  0.09
O: 2.34 0.73 1.27  -0.14
H: 2.09 1.71 1.36  0.07
H: 1.41 0.36 1.18  0.01



Record 2
ORCA calculation (ωB97M-V with the def2-TZVPD basis set) on a gas-phase ion, C3H6NO2 (charge -1) at a distorted geometry.

Spin multiplicity: 1
Energy relative to the best compared isomer or geometry (same formula, charge and spin) in eV: 1.082
LUMO level in eV: 4.246
Charge: -1

Last column: Löwdin charge in e.
Cartesian coordinates (Å):
C: -0.61 -1.35 1.15  -0.11
C: -0.69 -0.08 0.33  -0.39
N: -1.55 -0.06 -0.93  0.01
C: 0.70 0.50 -0.13  -0.71
O: 1.65 0.17 0.62  -0.10
O: 0.82 1.29 -1.11  -0.10
H: -1.66 -1.86 1.28  0.09
H: -0.13 -2.14 0.52  0.07
H: 0.08 -1.27 1.94  0.04
H: -0.99 0.65 1.07  0.11
H: -0.73 0.00 -1.60  0.06
H: -1.85 -1.02 -0.84  0.02



Record 3
ORCA calculation (ωB97M-V with the def2-TZVPD basis set) on 5 unconnected molecules or ions with the total composition C44H38F8N3O6 at a distorted geometry.

Spin multiplicity: 1
LUMO level in eV: -4.388
Charge: +1

Last column: Löwdin charge in e.
Cartesian coordinates (Å):
C: 3.39 -4.72 1.35  -0.05
N: 2.14 -4.33 0.67  -0.13
C: 1.30 -3.63 1.66  -0.05
C: 2.45 -3.52 -0.43  -0.43
O: 3.54 -3.05 -0.64  0.14
C: 1.35 -3.28 -1.50  -0.01
C: 0.35 -2.25 -1.07  -0.10
C: -0.93 -2.68 -0.76  0.05
N: -1.86 -1.84 -0.29  0.09
C: -3.23 -2.32 0.08  -0.06
O: -3.35 -3.69 -0.14  0.08
C: -3.12 -4.49 0.95  -0.72
F: -2.03 -4.10 1.61  0.17
F: -4.14 -4.45 1.79  0.21
F: -2.95 -5.71 0.51  0.23
C: -1.58 -0.53 -0.12  -0.02
C: -2.64 0.40 0.43  -0.37
O: -2.91 0.40 1.59  0.21
N: -3.24 1.23 -0.58  0.18
C: -4.59 0.87 -0.85  -0.51
O: -4.95 0.27 -1.81  0.20
F: -5.42 1.25 0.11  0.16
C: -0.33 -0.02 -0.43  -0.02
C: -0.07 1.42 -0.22  -0.20
C: 0.25 2.25 -1.28  -0.01
C: 0.53 3.58 -1.04  -0.04
C: 0.48 4.10 0.25  -0.05
C: 0.15 3.27 1.32  -0.04
C: -0.12 1.93 1.08  -0.02
C: 0.64 -0.89 -0.92  0.04
C: 2.03 -0.33 -1.20  -0.48
O: 2.62 0.24 -0.34  0.20
O: 2.53 -0.56 -2.41  0.14
H: 3.11 -5.37 2.18  0.09
H: 4.05 -5.24 0.67  0.10
H: 3.88 -3.85 1.79  0.09
H: 0.93 -4.37 2.37  0.08
H: 0.42 -3.17 1.22  0.06
H: 1.87 -2.90 2.24  0.11
H: 0.86 -4.22 -1.74  0.13
H: 1.89 -2.96 -2.38  0.13
H: -1.20 -3.72 -0.87  0.16
H: -3.40 -2.09 1.13  0.16
H: -3.95 -1.79 -0.53  0.15
H: -3.17 2.21 -0.32  0.16
H: 0.26 1.86 -2.29  0.10
H: 0.78 4.24 -1.85  0.11
H: 0.68 5.15 0.43  0.11
H: 0.12 3.63 2.34  0.11
H: -0.34 1.27 1.90  0.13
H: 1.83 -0.58 -3.08  0.10
F: 0.51 0.59 -3.81  -0.01
C: 0.12 0.84 -5.10  -0.25
C: 1.07 0.78 -6.09  0.00
C: 0.67 1.04 -7.40  -0.07
C: -0.65 1.35 -7.67  -0.07
C: -1.58 1.41 -6.65  -0.07
C: -1.20 1.15 -5.34  -0.02
H: 2.10 0.55 -5.85  0.13
H: 1.40 0.99 -8.20  0.10
H: -0.96 1.56 -8.69  0.11
H: -2.61 1.66 -6.86  0.11
H: -1.91 1.18 -4.52  0.12
F: 1.13 -4.57 4.73  0.04
C: -0.04 -4.01 5.12  -0.29
C: -1.22 -4.63 4.77  -0.03
C: -2.42 -4.05 5.16  -0.09
C: -2.41 -2.86 5.88  -0.08
C: -1.21 -2.26 6.22  -0.07
C: -0.01 -2.84 5.84  -0.01
H: -1.20 -5.55 4.20  0.12
H: -3.35 -4.52 4.90  0.10
H: -3.35 -2.41 6.19  0.11
H: -1.21 -1.33 6.78  0.08
H: 0.94 -2.39 6.10  0.12
F: -1.81 0.56 6.84  0.02
C: -1.35 1.64 7.53  -0.28
C: -2.07 2.82 7.46  -0.02
C: -1.60 3.91 8.17  -0.08
C: -0.44 3.82 8.93  -0.09
C: 0.26 2.62 8.98  -0.08
C: -0.20 1.51 8.28  -0.02
H: -2.96 2.87 6.86  0.12
H: -2.15 4.84 8.14  0.11
H: -0.08 4.67 9.48  0.10
H: 1.16 2.54 9.57  0.11
H: 0.32 0.57 8.31  0.12
F: 3.69 2.09 -8.75  0.05
C: 3.66 3.26 -8.07  -0.29
C: 4.79 3.69 -7.40  -0.01
C: 4.74 4.89 -6.72  -0.08
C: 3.57 5.64 -6.70  -0.09
C: 2.44 5.19 -7.38  -0.08
C: 2.49 3.99 -8.07  -0.03
H: 5.68 3.08 -7.43  0.12
H: 5.62 5.24 -6.20  0.11
H: 3.54 6.58 -6.16  0.10
H: 1.53 5.77 -7.36  0.11
H: 1.62 3.62 -8.61  0.11



Record 4
ORCA calculation (ωB97M-V with the def2-TZVPD basis set) on a molecular structure, C5H8O.

Spin multiplicity: 1
Energy relative to the best compared isomer or geometry (same formula, charge and spin) in eV: 5.975
LUMO level in eV: -0.204

Last column: Löwdin charge in e.
Cartesian coordinates (Å):
C: -1.77 0.88 -0.15  -0.11
C: -1.94 -0.30 0.44  -0.08
C: 0.87 0.51 -0.84  0.11
C: 1.18 -0.95 -0.73  -0.25
O: 1.67 -0.89 0.62  -0.14
C: 1.55 0.54 0.50  -0.26
H: -1.95 1.02 -1.21  0.06
H: -1.47 1.76 0.40  0.06
H: -1.77 -0.45 1.50  0.06
H: -2.27 -1.18 -0.12  0.06
H: 0.35 -1.66 -0.86  0.12
H: 1.97 -1.21 -1.45  0.13
H: 1.02 1.02 1.33  0.12
H: 2.53 1.03 0.39  0.13



Record 5
ORCA calculation (ωB97M-V with the def2-TZVPD basis set) on a molecular structure, C20H53O7Zn at a distorted geometry.

Spin multiplicity: 1
Energy relative to the best compared isomer or geometry (same formula, charge and spin) in eV: 0.000
LUMO level in eV: -6.338
Charge: +1

Last column: Löwdin charge in e.
Cartesian coordinates (Å):
Zn: 6.71 7.06 22.19  1.18
C: 9.98 9.58 21.48  -0.06
C: 8.80 8.66 21.21  -0.35
O: 8.13 8.22 22.39  -0.38
H: 10.47 9.73 20.52  0.07
H: 10.71 9.08 22.12  0.08
H: 9.68 10.58 21.79  0.07
H: 9.23 7.80 20.67  0.09
H: 8.09 9.17 20.55  0.10
C: 11.10 6.28 26.10  -0.05
C: 10.99 6.71 24.65  -0.50
C: 11.91 5.99 23.67  -0.04
O: 9.63 6.64 24.22  -0.07
H: 12.08 5.87 26.35  0.08
H: 10.37 5.54 26.43  0.08
H: 10.98 7.14 26.77  0.08
H: 11.35 7.75 24.68  0.12
H: 12.94 6.06 24.02  0.09
H: 11.75 6.31 22.65  0.04
H: 11.57 4.95 23.70  0.09
H: 9.42 7.42 23.70  0.02
C: 10.51 15.11 21.12  -0.05
C: 11.05 14.99 22.54  -0.47
C: 9.94 15.00 23.58  -0.07
O: 11.71 13.73 22.73  -0.07
H: 11.33 14.92 20.43  0.08
H: 10.04 16.08 20.95  0.08
H: 9.81 14.29 20.97  0.07
H: 11.77 15.77 22.77  0.14
H: 9.24 14.17 23.61  0.06
H: 9.34 15.91 23.40  0.08
H: 10.34 15.23 24.57  0.08
H: 11.11 13.03 22.45  0.06
C: 9.75 10.85 17.70  -0.06
C: 8.63 11.55 16.92  -0.50
C: 8.03 12.62 17.80  -0.06
O: 9.15 12.11 15.73  -0.03
H: 9.27 10.26 18.49  0.06
H: 10.38 11.63 18.13  0.09
H: 10.33 10.15 17.09  0.07
H: 7.88 10.78 16.71  0.13
H: 8.77 13.17 18.38  0.07
H: 7.25 12.24 18.47  0.07
H: 7.42 13.32 17.22  0.09
H: 9.96 11.65 15.50  0.08
C: 7.94 11.80 25.91  -0.05
C: 8.56 10.92 24.84  -0.47
C: 10.08 10.96 24.92  -0.03
O: 8.06 9.58 25.14  -0.07
H: 8.23 11.51 26.91  0.09
H: 6.85 11.87 25.79  0.07
H: 8.31 12.82 25.74  0.08
H: 8.18 11.16 23.84  0.12
H: 10.59 10.13 24.44  0.06
H: 10.37 11.07 25.97  0.09
H: 10.35 11.89 24.41  0.07
H: 7.97 9.17 24.27  0.01
C: 11.89 6.41 19.57  -0.05
C: 10.82 6.14 18.53  -0.48
C: 11.02 6.74 17.17  -0.05
O: 10.77 4.69 18.37  -0.06
H: 11.60 6.16 20.59  0.05
H: 12.11 7.48 19.63  0.08
H: 12.82 5.90 19.32  0.10
H: 9.82 6.39 18.93  0.11
H: 10.19 6.68 16.47  0.08
H: 11.92 6.38 16.67  0.09
H: 11.28 7.79 17.35  0.07
H: 10.14 4.33 19.01  0.08
C: 5.15 10.32 22.94  -0.03
C: 5.01 8.95 23.56  -0.42
C: 3.78 8.79 24.42  -0.02
O: 5.00 7.98 22.43  -0.12
H: 5.04 11.12 23.67  0.10
H: 4.34 10.43 22.22  0.10
H: 6.10 10.54 22.46  0.08
H: 5.89 8.71 24.16  0.12
H: 3.69 9.61 25.13  0.10
H: 3.78 7.87 24.99  0.10
H: 2.90 8.91 23.77  0.10
H: 4.14 8.05 22.00  0.13



Record 6
ORCA calculation (ωB97M-V with the def2-TZVPD basis set) on 2 unconnected molecules or ions with the total composition C32H34N4O3 at a distorted geometry.

Spin multiplicity: 1
Energy relative to the best compared isomer or geometry (same formula, charge and spin) in eV: 7.727
LUMO level in eV: -2.626

Last column: Löwdin charge in e.
Cartesian coordinates (Å):
C: -2.55 -0.45 1.30  -0.17
C: -3.52 0.47 1.34  -0.39
N: -4.36 1.30 1.38  0.08
C: -1.17 -0.16 1.30  -0.26
C: -0.23 -1.20 1.30  -0.06
C: 1.11 -0.93 1.31  -0.03
C: 1.56 0.38 1.31  -0.19
N: 2.99 0.65 1.32  -0.35
O: 3.37 1.82 1.30  0.03
O: 3.77 -0.32 1.33  0.02
C: 0.65 1.42 1.32  -0.01
C: -0.69 1.17 1.31  -0.03
H: -2.85 -1.48 1.27  0.08
H: -0.57 -2.22 1.30  0.10
H: 1.83 -1.73 1.32  0.11
H: 1.02 2.43 1.32  0.11
H: -1.39 1.98 1.31  0.11
C: -10.10 -2.91 5.70  -0.01
N: -8.93 -2.61 4.89  -0.02
C: -9.13 -2.21 3.58  -0.42
O: -10.19 -2.20 2.98  0.10
C: -7.81 -1.70 3.06  -0.14
C: -7.96 -0.23 2.62  -0.07
C: -8.41 0.65 3.74  -0.22
C: -9.77 0.82 4.00  -0.04
C: -10.18 1.57 5.08  -0.08
C: -9.26 2.15 5.92  -0.09
C: -7.91 1.99 5.66  -0.08
C: -7.49 1.25 4.58  -0.04
N: -6.83 -1.85 4.18  0.07
C: -5.53 -1.45 4.07  0.02
C: -4.66 -1.35 5.15  -0.09
C: -3.32 -1.71 5.06  0.03
C: -2.49 -1.98 6.19  -0.21
C: -1.23 -2.57 5.99  0.00
C: -0.42 -2.90 7.06  -0.06
C: -0.86 -2.66 8.35  -0.05
C: -2.10 -2.10 8.58  -0.06
C: -2.91 -1.77 7.52  -0.02
C: -7.52 -2.49 5.35  -0.14
C: -6.97 -3.90 5.76  -0.50
C: -7.25 -4.88 4.62  -0.02
C: -7.68 -4.37 7.04  -0.04
C: -5.47 -3.88 6.05  -0.04
H: -10.98 -2.51 5.21  0.10
H: -10.25 -3.98 5.81  0.08
H: -10.00 -2.45 6.69  0.10
H: -7.48 -2.33 2.22  0.17
H: -7.01 0.15 2.22  0.11
H: -8.68 -0.16 1.80  0.14
H: -10.49 0.33 3.37  0.11
H: -11.24 1.69 5.27  0.10
H: -9.58 2.72 6.77  0.10
H: -7.18 2.44 6.31  0.10
H: -6.44 1.10 4.40  0.10
H: -5.13 -1.35 3.07  0.14
H: -5.08 -1.17 6.12  0.10
H: -2.95 -2.00 4.10  0.12
H: -0.90 -2.77 4.98  0.12
H: 0.54 -3.34 6.89  0.11
H: -0.22 -2.91 9.19  0.11
H: -2.44 -1.92 9.59  0.11
H: -3.88 -1.33 7.72  0.11
H: -7.48 -1.80 6.19  0.16
H: -6.78 -4.56 3.70  0.09
H: -6.88 -5.88 4.86  0.10
H: -8.32 -4.96 4.44  0.09
H: -7.64 -3.60 7.82  0.09
H: -8.73 -4.60 6.85  0.06
H: -7.22 -5.27 7.44  0.09
H: -5.23 -3.12 6.79  0.07
H: -5.11 -4.83 6.44  0.10
H: -4.91 -3.68 5.14  0.08



Record 7
ORCA calculation (ωB97M-V with the def2-TZVPD basis set) on a molecular structure, C18H29ClI2NP2SV at a distorted geometry.

Spin multiplicity: 3
Energy relative to the best compared isomer or geometry (same formula, charge and spin) in eV: 0.535
⟨S²⟩: 2.363
LUMO level (alpha / beta) in eV: -7.134 / -9.214
Charge: +2

Last column: Löwdin charge in e.
Cartesian coordinates (Å):
I: -0.09 -2.17 -2.43  0.51
I: 0.12 1.74 -2.25  0.60
V: 0.10 -0.72 -0.33  -0.34
P: -2.49 -0.06 -0.31  0.71
C: -3.12 0.04 -2.00  -0.31
C: -3.52 -1.29 0.59  -0.23
H: -4.59 -1.18 0.48  0.06
H: -3.98 1.65 0.68  0.07
H: -3.29 -1.27 1.65  0.02
H: -2.38 1.58 1.44  0.01
H: -2.82 -0.87 -2.55  0.00
H: -3.26 -2.29 0.24  0.05
C: -2.92 1.51 0.48  -0.27
H: -4.22 0.23 -1.98  0.08
H: -2.60 2.35 -0.14  0.04
H: -2.62 0.90 -2.48  -0.02
P: 2.51 -0.02 -0.29  0.65
C: 3.33 -0.13 -1.89  -0.28
C: 2.97 1.62 0.41  -0.26
H: 3.01 -1.06 1.89  0.03
H: 4.46 -1.05 0.86  0.06
H: 3.16 -2.22 0.57  0.05
C: 3.37 -1.18 0.86  -0.25
H: 2.48 1.74 1.38  0.01
H: 4.06 1.73 0.53  0.07
H: 4.42 0.00 -1.69  0.07
H: 2.95 0.70 -2.51  0.01
H: 2.59 2.39 -0.27  0.03
H: 3.12 -1.11 -2.34  0.04
Cl: 0.19 0.46 1.77  0.05
N: 0.13 -2.22 0.41  -0.21
S: -1.04 -2.70 3.71  1.17
C: 0.39 -3.70 4.11  -0.50
C: 0.33 -5.09 4.04  -0.07
C: 1.49 -5.82 4.24  -0.04
C: 2.71 -5.20 4.50  -0.02
C: 2.76 -3.81 4.54  -0.05
C: 1.61 -3.06 4.32  -0.10
C: -1.12 -1.58 5.05  -0.49
C: -1.86 -0.42 4.84  -0.08
C: -1.96 0.55 5.85  -0.02
C: -1.33 0.35 7.08  0.01
C: -0.64 -0.87 7.30  -0.01
C: -0.58 -1.84 6.31  -0.05
H: 0.07 -3.13 0.91  0.03
H: -0.60 -5.54 3.71  0.11
H: 1.44 -6.91 4.16  0.13
H: 3.60 -5.80 4.67  0.13
H: 3.71 -3.31 4.73  0.13
H: 1.67 -1.97 4.25  0.12
H: -2.30 -0.30 3.86  0.09
H: -2.53 1.44 5.65  0.12
H: -1.44 1.07 7.88  0.13
H: -0.14 -1.05 8.26  0.13
H: -0.06 -2.77 6.46  0.12



Record 8
ORCA calculation (ωB97M-V with the def2-TZVPD basis set) on a molecular structure, C5H9FeMgO4 at a distorted geometry.

Spin multiplicity: 6
Energy relative to the best compared isomer or geometry (same formula, charge and spin) in eV: 0.707
⟨S²⟩: 8.756
LUMO level (alpha / beta) in eV: -0.526 / -0.539

Last column: Löwdin charge in e.
Cartesian coordinates (Å):
O: 0.93 0.20 -2.50  -0.29
C: -0.38 0.04 -2.54  -0.37
C: -1.17 -0.39 -1.52  -0.29
O: -0.36 -0.73 -0.37  -0.36
C: -0.59 0.10 0.76  -0.20
C: 0.55 -0.11 1.73  -0.19
O: 1.76 0.11 1.02  -0.36
C: 2.91 0.10 1.85  -0.10
Fe: 1.65 -0.74 -0.93  0.78
H: -0.88 0.27 -3.50  0.10
H: -1.55 -0.15 1.24  0.13
H: -0.62 1.15 0.44  0.14
H: 0.54 -1.14 2.13  0.14
H: 0.46 0.60 2.56  0.14
H: 3.79 0.21 1.20  0.08
H: 2.87 0.95 2.55  0.10
H: 2.98 -0.84 2.41  0.10
H: -4.88 1.04 -2.42  -0.05
Mg: -3.21 -0.74 -1.78  0.97
O: -4.80 0.08 -2.32  -0.47